# 1
This record from OMol25 describes one molecule with the formula C19H26FN3O2. The level of theory is the ωB97M-V functional and the def2-TZVPD basis.

As for the total charge: 0. For the calculated total energy, the calculation gives -1154.2957 Eh. Its structure (SMILES) is O=C(NCc1ccccc1F)[C@H]1CCCN1C(=O)NC1CCCCC1. The energy above the lowest of the compared OMol25 structures with the same formula, charge and spin comes out at 2.6 kcal/mol.

Geometry (Å):
1 O 0.8604 3.1384 -1.6305
2 C 0.2311 2.4476 -0.8543
3 N 0.6540 2.1098 0.3711
4 C 1.9047 2.5845 0.9149
5 C 1.7285 3.1225 2.3081
6 C 2.5317 2.6974 3.3580
7 C 2.3656 3.1968 4.6381
8 C 1.3796 4.1331 4.8969
9 C 0.5615 4.5719 3.8709
10 C 0.7472 4.0648 2.5986
11 F -0.0582 4.5133 1.6129
12 C -1.1565 1.8599 -1.1903
13 C -1.7225 2.4788 -2.4685
14 C -2.3395 1.3062 -3.2235
15 C -1.4237 0.1424 -2.8476
16 N -1.0531 0.4288 -1.4757
17 C -0.9473 -0.4700 -0.4620
18 O -0.9053 -0.1197 0.7138
19 N -0.9004 -1.7815 -0.8307
20 C -0.6388 -2.8192 0.1467
21 C -1.4889 -4.0568 -0.1511
22 C -1.0172 -4.7872 -1.4066
23 C 0.4575 -5.1601 -1.2902
24 C 1.3072 -3.9150 -1.0551
25 C 0.8498 -3.1864 0.2058
26 H 0.1098 1.4298 0.8981
27 H 2.2519 3.3747 0.2384
28 H 2.6506 1.7803 0.9254
29 H 3.3010 1.9646 3.1633
30 H 3.0053 2.8511 5.4357
31 H 1.2449 4.5223 5.8944
32 H -0.2151 5.3011 4.0403
33 H -1.8085 2.0054 -0.3207
34 H -0.8925 2.9095 -3.0323
35 H -2.4401 3.2665 -2.2523
36 H -3.3493 1.1101 -2.8594
37 H -2.3793 1.4710 -4.2980
38 H -0.5313 0.1318 -3.4870
39 H -1.9387 -0.8168 -2.9270
40 H -0.6719 -2.0056 -1.7838
41 H -0.9374 -2.3894 1.1088
42 H -1.4205 -4.7332 0.7027
43 H -2.5328 -3.7578 -0.2615
44 H -1.6177 -5.6882 -1.5483
45 H -1.1665 -4.1555 -2.2856
46 H 0.7858 -5.6702 -2.1983
47 H 0.5896 -5.8489 -0.4529
48 H 2.3574 -4.1959 -0.9520
49 H 1.2318 -3.2510 -1.9200
50 H 1.0117 -3.8302 1.0723
51 H 1.4344 -2.2756 0.3501

***

# 2
This record from OMol25 describes C19H26GaN4SSe2 as an isolated structure. The level of theory is the ωB97M-V functional and the def2-TZVPD basis.

As for the total charge: +1. For the calculated total energy, the calculation gives -8084.3101 Eh. The energy above the lowest of the compared OMol25 structures with the same formula, charge and spin comes out at 10.5 kcal/mol.

Geometry (Å):
1 Ga 0.5003 0.0032 1.1593
2 C 1.1009 4.3306 1.0491
3 C 1.2179 2.8447 0.9979
4 N 0.4314 2.0347 1.5997
5 N -0.5319 2.5008 2.4283
6 C -1.0274 1.5659 3.1971
7 N -2.0026 1.9255 4.0448
8 S -0.5435 -0.1214 3.2249
9 C 2.3493 2.1849 0.3075
10 C 3.2526 2.8772 -0.4739
11 C 4.3316 2.1921 -1.0117
12 C 4.4770 0.8419 -0.7440
13 C 3.5172 0.2187 0.0362
14 N 2.4781 0.8758 0.5497
15 H 0.2684 4.6113 1.6813
16 H 0.9337 4.7223 0.0408
17 H 2.0182 4.7821 1.4331
18 H -2.2592 2.8961 4.1202
19 H -2.3502 1.2678 4.7191
20 H 3.1048 3.9315 -0.6690
21 H 5.0544 2.7121 -1.6290
22 H 5.3186 0.2773 -1.1233
23 H 3.5856 -0.8359 0.2658
24 C 0.5307 -0.4269 -3.3002
25 Se 0.3548 1.2969 -2.4159
26 C -1.5801 1.4568 -2.5850
27 C -2.3562 0.4081 -1.8173
28 Se -2.0925 0.5297 0.1168
29 C -3.0673 -1.1058 0.5089
30 H 0.0034 -0.3997 -4.2501
31 H 0.1494 -1.2255 -2.6713
32 H 1.5913 -0.5744 -3.4833
33 H -1.8123 1.3931 -3.6446
34 H -1.8166 2.4624 -2.2471
35 H -2.0808 -0.5974 -2.1221
36 H -3.4260 0.5400 -1.9643
37 H -2.5732 -1.9539 0.0457
38 H -4.0851 -0.9980 0.1456
39 H -3.0724 -1.2269 1.5883
40 C 0.9563 -1.6935 0.2648
41 C -0.1227 -2.7429 0.2616
42 C -0.5107 -3.3391 -0.9382
43 C -1.4924 -4.3232 -0.9670
44 C -2.1002 -4.7364 0.2107
45 C -1.7122 -4.1627 1.4162
46 C -0.7361 -3.1760 1.4384
47 H 1.2623 -1.4413 -0.7483
48 H 1.8402 -2.0476 0.8050
49 H -0.0342 -3.0319 -1.8639
50 H -1.7702 -4.7774 -1.9114
51 H -2.8604 -5.5077 0.1917
52 H -2.1747 -4.4847 2.3443
53 H -0.4374 -2.7528 2.3881

***

> Which of these has the lowest calculated total energy?

C19H26GaN4SSe2